{
  "formula": "C27H34IN3OPt",
  "method": "the ωB97M-V functional and the def2-TZVPD basis",
  "total_charge": 2,
  "largest_force_ha_per_bohr": 0.0089,
  "e_lumo_ev": [-6.8, -8.1],
  "e_homo_ev": [-14.1, -14.4],
  "homo_lumo_gap_ev": [7.320, 6.282],
  "relative_energy_kj_mol": 7.6,
  "multiplicity": 3,
  "species": ["Pt", "C", "C", "C", "C", "C", "C", "C", "C", "N", "C", "C", "C", "C", "N", "C", "C", "C", "C", "C", "C", "C", "C", "H", "H", "H", "H", "H", "H", "H", "H", "H", "H", "H", "H", "H", "H", "H", "H", "H", "H", "H", "H", "H", "H", "H", "H", "C", "C", "O", "H", "H", "H", "H", "H", "H", "I", "C", "C", "C", "C", "N", "C", "H", "H", "H", "H"],
  "positions_angstrom": [[-0.3389, 0.2644, 0.4040], [0.8851, 3.0763, -1.3199], [0.4105, 2.2122, -2.4597], [-0.0878, 2.8060, -3.6115], [-0.4680, 2.0402, -4.7037], [-0.3607, 0.6609, -4.6557], [0.1347, 0.0206, -3.5250], [0.2389, -1.4846, -3.5042], [0.5199, 0.8196, -2.4465], [0.9964, 0.1868, -1.2489], [2.1319, -0.3709, -1.1051], [3.1979, -0.4173, -2.1412], [2.3435, -1.0007, 0.2488], [3.6271, -1.6875, 0.5549], [1.3379, -0.9205, 1.0312], [1.3237, -1.3858, 2.3853], [2.1755, -0.7921, 3.3239], [3.0538, 0.3959, 3.0129], [2.1695, -1.3085, 4.6154], [1.3449, -2.3653, 4.9568], [0.4755, -2.9011, 4.0165], [0.4384, -2.4173, 2.7183], [-0.4842, -3.0450, 1.7068], [0.3186, 4.0054, -1.2814], [1.9378, 3.3403, -1.4453], [0.7997, 2.5916, -0.3440], [-0.1637, 3.8854, -3.6553], [-0.8476, 2.5218, -5.5947], [-0.6647, 0.0639, -5.5068], [-0.6299, -1.9310, -3.9881], [0.3135, -1.8921, -2.4948], [1.1139, -1.8252, -4.0620], [2.8967, 0.1145, -3.0395], [3.4305, -1.4531, -2.3984], [4.1153, 0.0282, -1.7504], [3.8292, -2.4410, -0.2092], [3.6008, -2.1650, 1.5300], [4.4544, -0.9744, 0.5289], [2.7844, 0.8972, 2.0834], [4.1048, 0.1065, 2.9481], [2.9812, 1.1280, 3.8161], [2.8216, -0.8663, 5.3584], [1.3705, -2.7702, 5.9595], [-0.1841, -3.7136, 4.2930], [-1.2189, -3.6716, 2.2079], [0.0643, -3.6744, 1.0017], [-1.0366, -2.3021, 1.1277], [-4.1088, -1.9013, -1.3274], [-3.3067, -0.6265, -1.2555], [-1.9544, -0.8963, -0.7870], [-5.1066, -1.6811, -1.7066], [-4.2097, -2.3593, -0.3440], [-3.6498, -2.6217, -2.0086], [-3.7404, 0.0624, -0.5352], [-3.2488, -0.1312, -2.2268], [-1.6216, -1.6758, -1.2484], [-4.4116, 4.3979, -0.6499], [-3.3310, 3.3161, 0.7458], [-3.3666, 3.6183, 2.1009], [-2.6239, 2.8462, 2.9813], [-1.8635, 1.8045, 2.4939], [-1.8245, 1.5194, 1.1805], [-2.5421, 2.2645, 0.3197], [-3.9613, 4.4455, 2.4651], [-2.6322, 3.0505, 4.0425], [-1.2882, 1.1656, 3.1506], [-2.4655, 2.0130, -0.7293]],
  "forces_ev_per_a": [[0.09, -0.14, 0.23], [0.04, -0.04, 0.01], [0.06, 0.13, 0.05], [-0.03, 0.00, -0.04], [0.00, 0.02, 0.03], [-0.03, -0.03, 0.01], [-0.06, -0.12, 0.00], [-0.03, 0.07, -0.04], [0.20, -0.16, 0.00], [-0.24, 0.32, -0.03], [0.12, -0.06, -0.01], [-0.01, -0.04, 0.00], [0.13, -0.13, -0.14], [-0.02, 0.03, 0.02], [-0.45, -0.04, -0.05], [0.22, 0.02, -0.06], [0.01, 0.21, 0.02], [0.01, -0.11, 0.01], [-0.02, 0.01, 0.01], [-0.02, 0.00, -0.02], [-0.02, 0.01, 0.06], [-0.08, -0.15, -0.05], [0.04, 0.02, -0.02], [0.01, 0.01, -0.02], [-0.01, 0.00, -0.02], [-0.04, -0.02, 0.00], [-0.01, 0.00, 0.00], [0.00, 0.00, 0.01], [0.00, 0.01, 0.00], [0.01, 0.01, -0.01], [0.02, -0.02, 0.00], [0.02, -0.01, 0.03], [0.00, 0.01, 0.00], [0.00, 0.01, 0.00], [-0.01, -0.02, 0.01], [0.01, 0.02, -0.01], [0.00, 0.00, 0.00], [-0.01, 0.00, 0.00], [0.00, 0.02, 0.01], [-0.01, -0.01, -0.03], [0.00, 0.00, 0.00], [0.00, -0.01, 0.00], [-0.02, 0.03, 0.00], [0.01, -0.01, 0.00], [0.03, -0.04, 0.00], [0.01, 0.01, 0.00], [0.01, 0.03, 0.02], [0.03, -0.04, 0.03], [-0.14, 0.04, -0.02], [0.15, -0.12, 0.11], [0.01, -0.01, -0.01], [0.01, 0.00, -0.01], [-0.02, 0.01, -0.02], [0.03, -0.01, 0.03], [0.07, 0.02, 0.01], [0.03, 0.04, -0.02], [-0.02, 0.03, -0.02], [-0.02, 0.02, -0.04], [0.03, -0.01, 0.06], [-0.05, 0.04, 0.02], [-0.06, -0.12, -0.05], [-0.08, 0.29, -0.17], [0.05, -0.01, 0.14], [-0.02, -0.01, 0.00], [-0.01, -0.01, 0.00], [0.05, 0.03, -0.01], [0.03, 0.01, -0.01]]
}